[1]
Molecular formula: C16H34Br8F9N4S
Method: DFT, ωB97M-V/def2-TZVPD

Calculated values
Frontier orbital gap (Ha): 0.27086
Net charge: +1
Spin multiplicity: 1

```
72
Properties=species:S:1:pos:R:3:forces:R:3
N 0.507 3.218 0.340 -1.7 -1.6 0.0
C -0.907 3.000 -0.238 1.1 1.1 1.1
N -1.385 4.393 -0.673 0.0 -2.1 -0.4
N -1.741 2.472 0.908 -0.9 0.1 -2.4
C -0.721 1.973 -1.500 2.2 2.4 -0.4
N -1.938 1.151 -1.854 -0.1 -0.6 -1.5
C -1.625 -0.338 -2.038 -0.1 -2.9 0.2
C -2.335 -1.250 -0.860 0.2 0.2 -1.1
C -2.020 -2.818 -1.219 -1.2 -1.0 0.3
C -1.021 -3.566 -0.105 -0.9 0.3 -1.9
C -1.415 -5.188 -0.222 -2.7 1.5 0.5
F -2.724 -5.288 0.530 3.8 -0.1 -2.2
F -1.753 -5.597 -1.615 1.5 0.9 4.3
C -0.385 -6.175 0.567 -2.8 -1.0 4.0
F -1.126 -7.402 1.040 2.4 4.4 -1.8
F 0.117 -5.493 1.818 -2.4 -2.1 -4.3
S 1.106 -6.767 -0.369 4.9 -3.5 0.4
F 1.183 -8.142 0.708 0.0 2.9 -2.4
F 0.220 -7.759 -1.446 1.5 2.8 2.1
F 1.165 -5.429 -1.429 -0.5 -2.5 2.0
F 2.132 -5.945 0.781 -1.7 -1.4 -3.1
F 2.545 -7.346 -1.108 -3.1 1.4 1.3
H 0.414 3.752 1.251 -0.1 -0.6 -1.6
H 0.791 2.246 0.666 -0.2 1.7 -0.6
H -0.618 4.830 -1.235 -1.0 -0.6 0.6
H -2.263 4.315 -1.254 1.3 0.3 0.8
H -1.454 1.500 1.158 -0.4 1.0 -0.3
H -2.775 2.504 0.660 1.8 -0.1 0.7
H 0.261 1.355 -1.315 -2.3 0.7 -0.4
H -0.492 2.656 -2.452 -0.4 -1.6 2.1
H -2.739 1.222 -1.188 0.8 0.2 0.0
H -2.318 1.466 -2.797 0.6 -0.2 1.6
H -2.049 -0.697 -3.087 0.9 0.9 2.2
H -0.474 -0.582 -1.993 -2.3 1.0 -0.3
H -3.504 -1.029 -0.896 2.5 -0.6 0.3
H -1.887 -0.987 0.189 -0.9 -0.3 -1.9
H -1.637 -2.982 -2.331 -0.8 0.6 2.6
H -3.058 -3.399 -1.165 2.3 1.3 -0.1
H -1.301 -3.106 0.939 0.8 -1.5 -1.9
H 0.076 -3.336 -0.440 -2.0 -0.7 1.0
Br 1.893 2.368 3.051 0.2 0.0 0.3
C 3.054 3.408 4.225 0.1 -0.2 0.2
C 2.312 4.574 4.835 0.0 0.3 0.0
Br 2.094 6.023 3.547 -0.1 -0.2 0.0
H 3.922 3.708 3.631 -0.3 0.0 0.0
H 3.375 2.707 5.000 -0.1 0.1 -0.1
H 2.887 5.009 5.657 0.0 -0.2 -0.1
H 1.313 4.313 5.194 0.3 0.0 -0.1
Br -4.835 1.281 1.168 -0.2 -0.2 0.0
C -6.348 2.497 0.975 -0.3 -0.1 -0.2
C -5.996 3.673 0.094 0.0 0.4 0.2
Br -4.904 4.973 1.055 0.1 -0.2 -0.2
H -6.655 2.787 1.984 0.2 0.0 -0.3
H -7.139 1.896 0.518 0.2 0.1 0.1
H -6.897 4.219 -0.198 0.1 -0.2 0.1
H -5.440 3.391 -0.805 -0.2 0.0 0.2
Br 5.274 2.348 1.204 0.1 0.1 0.0
C 7.097 2.456 1.891 0.0 -0.3 0.1
C 7.226 3.544 2.931 0.3 0.2 0.0
Br 7.292 5.309 2.102 -0.1 -0.1 0.1
H 7.755 2.599 1.029 -0.2 0.1 0.3
H 7.293 1.475 2.332 0.0 0.2 0.0
H 8.171 3.450 3.473 -0.2 -0.1 -0.1
H 6.401 3.559 3.648 0.2 -0.1 -0.2
Br 1.651 -2.008 -2.449 0.0 0.0 0.0
C 0.816 -3.210 -3.739 0.2 -0.2 0.0
C 1.203 -2.848 -5.153 -0.1 0.0 -0.2
Br 0.219 -1.283 -5.776 0.1 0.0 0.1
H -0.262 -3.171 -3.560 0.4 0.0 -0.2
H 1.186 -4.206 -3.480 -0.1 0.2 -0.1
H 0.928 -3.650 -5.845 0.0 0.1 0.2
H 2.267 -2.624 -5.269 -0.3 -0.1 0.1
```
Positions in Å, forces in eV/Å.

---

[2]
Molecular formula: C16H34BrN4O6
Method: DFT, ωB97M-V/def2-TZVPD

Calculated values
Frontier orbital gap (Ha): 0.29247
Net charge: +1
Spin multiplicity: 1

```
61
Properties=species:S:1:pos:R:3:forces:R:3
C 1.509 -1.553 0.536 -1.1 -1.8 1.0
C 1.018 -2.726 1.160 0.3 0.5 -1.3
C -0.206 -3.425 0.461 -1.1 2.4 1.3
O -0.796 -4.446 1.284 0.2 -0.9 -0.8
C -1.391 -5.478 0.520 -0.7 0.4 -0.7
Br -2.666 -6.542 1.614 0.8 0.9 -0.6
C -2.179 -4.820 -0.701 -0.4 -1.3 1.1
N -1.122 -4.387 -1.701 -1.1 0.0 0.2
C 0.123 -3.869 -1.018 1.8 1.0 0.5
C 1.360 -4.827 -1.175 -0.1 -1.0 -1.5
O 1.749 -5.464 0.031 -1.2 1.5 -0.3
O 2.827 -6.332 -0.162 0.9 -1.0 0.0
H 2.540 -1.540 0.116 -0.3 0.9 1.8
H 0.787 -0.702 0.493 0.4 -0.9 -1.8
H 1.459 -3.176 2.083 0.4 -0.7 -1.8
H -0.988 -2.603 0.369 0.7 -0.7 -0.3
H -0.647 -6.230 0.135 -0.6 0.7 0.5
H -2.850 -5.588 -1.173 0.7 0.9 0.3
H -2.777 -3.928 -0.378 0.7 -0.9 -0.3
H -1.569 -3.653 -2.271 0.4 -0.1 0.1
H -0.939 -5.169 -2.339 0.3 0.2 0.2
H 0.388 -2.922 -1.567 -0.3 -0.9 0.7
H 2.214 -4.289 -1.686 -0.7 -0.3 0.9
H 1.070 -5.657 -1.903 0.2 0.8 0.5
H 3.184 -6.271 -1.066 -0.4 0.4 0.0
C -0.524 1.943 -0.782 0.2 0.7 0.1
O -0.603 0.793 -0.376 0.1 -0.2 0.2
N -0.103 2.998 -0.052 -0.3 -0.5 -0.5
C -0.035 4.338 -0.604 0.1 0.1 0.3
C 0.294 2.782 1.327 -0.1 -0.3 -0.1
H -0.800 2.213 -1.813 0.0 0.0 0.0
H 0.997 4.694 -0.549 -0.1 0.1 -0.2
H -0.681 4.999 -0.020 0.0 0.1 -0.1
H -0.360 4.348 -1.643 0.0 -0.1 0.1
H 1.118 2.066 1.358 0.0 0.1 0.1
H -0.549 2.367 1.885 0.1 0.0 0.1
H 0.607 3.720 1.782 0.0 0.0 -0.1
C 4.357 5.517 -1.204 0.2 0.1 0.3
O 3.436 4.844 -1.626 -0.2 -0.1 0.2
N 4.685 5.659 0.104 0.0 0.1 -0.5
C 5.799 6.480 0.535 -0.2 -0.1 0.2
C 3.894 4.965 1.103 -0.1 -0.1 -0.3
H 5.017 6.084 -1.879 0.1 0.0 0.0
H 6.516 5.859 1.076 0.1 0.2 0.0
H 5.431 7.268 1.196 0.2 0.0 0.0
H 6.297 6.937 -0.320 -0.1 -0.1 0.0
H 3.934 3.890 0.912 -0.1 0.0 0.1
H 2.854 5.293 1.031 0.0 -0.1 0.1
H 4.276 5.174 2.100 0.0 0.0 -0.1
C -5.355 -0.323 -0.964 0.0 0.1 0.4
O -4.659 -0.694 -1.891 0.3 -0.2 0.0
N -4.897 0.000 0.270 -0.4 -0.1 -0.4
C -5.782 0.431 1.335 0.3 0.0 0.0
C -3.472 -0.092 0.528 -0.2 0.1 -0.3
H -6.447 -0.222 -1.061 0.0 0.0 0.0
H -5.494 1.434 1.659 -0.1 0.0 0.1
H -5.696 -0.260 2.177 -0.1 0.1 0.1
H -6.817 0.451 0.995 0.1 0.0 0.0
H -2.940 0.565 -0.157 0.1 -0.2 0.1
H -3.143 -1.119 0.352 0.2 0.1 0.0
H -3.251 0.193 1.555 -0.1 0.0 0.0
```
Positions in Å, forces in eV/Å.

---

[3]
Molecular formula: C16H34CdFN4O8
Method: DFT, ωB97M-V/def2-TZVPD

Calculated values
Frontier orbital gap (Ha): 0.31109
Net charge: +1
Spin multiplicity: 1

```
64
Properties=species:S:1:pos:R:3:forces:R:3
Cd -1.007 1.060 1.941 0.2 -1.4 -0.4
C 0.626 -1.556 0.527 0.6 0.4 0.2
O 0.277 -0.323 1.053 0.4 0.3 -0.2
H -0.098 -1.925 -0.207 -0.2 -0.4 0.2
H 1.588 -1.503 -0.029 -0.2 0.1 0.0
H 0.847 -2.283 1.326 -0.4 -0.3 -0.2
C 0.321 -1.777 -3.789 1.1 0.1 0.0
C -0.198 -0.369 -3.898 -0.7 -0.4 0.2
O -1.391 -0.131 -4.034 -0.2 0.3 0.1
N 0.716 0.617 -3.789 0.4 0.1 0.0
C 0.361 2.014 -3.627 -0.1 -0.3 -0.3
H 1.266 -1.836 -4.344 -0.2 -0.3 -0.1
H -0.376 -2.539 -4.108 -0.2 0.2 -0.3
H 0.605 -2.026 -2.765 -0.2 0.3 0.1
H 1.681 0.353 -3.688 0.0 0.0 0.0
H 1.154 2.634 -4.038 0.1 0.1 0.2
H 0.171 2.238 -2.574 0.0 0.2 0.0
H -0.532 2.219 -4.214 -0.1 0.0 0.1
C 0.678 4.636 0.184 0.5 0.0 -0.2
C 0.941 3.223 0.590 0.3 -0.9 -0.2
O 0.284 2.662 1.483 -0.1 1.3 0.0
N 1.868 2.496 -0.053 -0.8 0.0 0.2
C 2.986 2.997 -0.791 0.6 0.1 -0.5
H 1.472 5.280 0.564 -0.1 0.1 0.1
H -0.288 4.962 0.549 0.0 0.0 0.2
H 0.703 4.700 -0.905 0.0 0.1 0.0
H 1.749 1.495 0.086 0.2 0.0 0.4
H 3.918 2.822 -0.250 0.0 0.0 0.0
H 2.891 4.066 -0.950 0.0 0.0 0.0
H 3.089 2.517 -1.765 -0.2 0.0 0.0
C -0.541 1.882 6.177 -0.7 0.6 0.4
C -0.218 0.817 5.188 0.4 0.3 0.0
O -0.675 0.817 4.035 -0.4 0.1 0.3
N 0.587 -0.147 5.597 0.1 -0.4 0.0
C 0.989 -1.245 4.745 0.6 -0.5 -0.2
H -1.381 1.532 6.786 0.1 0.0 0.0
H -0.884 2.794 5.693 0.0 -0.1 -0.2
H 0.268 2.166 6.846 0.2 -0.3 0.0
H 0.925 -0.138 6.544 0.0 0.1 0.0
H 1.215 -2.122 5.349 -0.2 0.0 0.1
H 1.913 -1.018 4.208 -0.2 0.2 -0.1
H 0.216 -1.483 4.022 -0.1 0.1 0.0
C -2.875 -0.578 -1.289 -0.2 0.5 0.9
C -2.674 0.859 -0.900 0.8 -0.3 -0.1
O -2.330 1.201 0.251 -0.9 0.4 -0.3
N -2.855 1.745 -1.878 0.2 -0.2 0.2
C -2.664 3.167 -1.729 -0.6 0.4 -0.5
H -3.815 -0.860 -0.801 -0.1 -0.2 -0.5
H -2.119 -1.192 -0.803 0.2 0.1 -0.2
H -2.864 -0.659 -2.368 -0.2 -0.5 0.0
H -2.945 1.358 -2.806 0.0 0.1 0.0
H -1.946 3.534 -2.464 0.2 -0.1 0.2
H -2.383 3.405 -0.710 0.2 -0.1 0.0
H -3.596 3.694 -1.954 0.0 -0.1 0.1
C -0.453 -5.751 -0.227 0.0 -0.6 0.2
C 0.224 -5.416 -1.537 -0.8 0.9 0.1
O 1.558 -5.642 -1.310 0.3 -0.6 -0.3
C 1.784 -5.857 0.031 0.1 0.3 0.1
O 2.843 -6.072 0.501 0.1 0.0 0.0
O 0.628 -5.749 0.706 -0.3 0.1 0.1
F 0.064 -4.053 -1.797 0.0 -0.2 0.0
H -0.868 -6.761 -0.230 -0.1 0.1 -0.1
H -1.222 -5.034 0.039 0.1 0.1 0.1
H -0.206 -5.919 -2.399 0.5 -0.2 -0.1
```
Positions in Å, forces in eV/Å.